[1]
The following is a quantum chemistry calculation of C6H9N as an isolated structure at a distorted geometry, from OMol25.

Calculated values
F_max	3.2	eV/A
energy above the lowest of the compared OMol25 structures with the same formula, charge and spin	1.983	eV
HOMO	-8.69	eV
energy	-288.70916	hartree

Structure (ORCA input):
```
! wB97M-V def2-TZVPD RIJCOSX def2/J DEFGRID3
* xyz 0 1
C -0.530 -0.259 0.103
C 1.410 0.143 0.078
C -1.833 -0.432 0.061
C 0.809 -1.242 0.060
C 2.817 0.592 -0.001
C -2.810 0.697 0.012
N 0.337 0.866 0.129
H -2.224 -1.441 0.024
H 0.955 -1.861 0.938
H 0.914 -1.813 -0.858
H 3.029 0.925 -1.016
H 3.503 -0.213 0.256
H 2.973 1.442 0.661
H -2.345 1.612 0.370
H -3.695 0.475 0.606
H -3.123 0.854 -1.019
*
```

Partial charges, natural (NBO), in e: 0.17 0.31 -0.23 -0.51 -0.68 -0.64 -0.44 0.21 0.22 0.22 0.24 0.22 0.24 0.23 0.21 0.22


[2]
The following is a quantum chemistry calculation of one molecule with the formula C4H6N4S at a distorted geometry, from OMol25.

Calculated values
F_max	1.9	eV/A
energy above the lowest of the compared OMol25 structures with the same formula, charge and spin	3.223	eV
HOMO	-7.24	eV
energy	-773.11042	hartree

Structure (ORCA input):
```
! wB97M-V def2-TZVPD RIJCOSX def2/J DEFGRID3
* xyz 0 1
C -1.233 -1.376 1.170
C -1.271 -0.760 -1.695
C 1.338 1.454 -0.778
C 0.504 0.736 -1.529
N -1.971 -1.830 0.342
N -2.104 -1.646 -0.934
N -0.420 -0.109 -0.981
N -0.648 -1.109 2.288
S -1.659 -0.832 -3.315
H 2.065 2.105 -1.227
H 1.307 1.414 0.301
H 0.536 0.793 -2.617
H -2.796 -2.189 -1.435
H -0.902 -0.268 2.793
H 0.268 -1.495 2.476
*
```

Partial charges, natural (NBO), in e: 0.61 0.22 -0.46 -0.01 -0.12 -0.39 -0.63 -0.75 -0.35 0.20 0.18 0.20 0.43 0.43 0.43


[3]
The following is a quantum chemistry calculation of a 2-piece molecular cluster, FH2NS overall at a distorted geometry, from OMol25.

Calculated values
F_max	2.9	eV/A
energy above the lowest of the compared OMol25 structures with the same formula, charge and spin	2.434	eV
HOMO (spin up / spin down)	-9.79 / -9.79	eV
energy	-553.81449	hartree

Structure (ORCA input):
```
! wB97M-V def2-TZVPD RIJCOSX def2/J DEFGRID3
* xyz 0 1
N 0.615 0.752 -0.157
F 0.163 1.504 0.863
S -0.899 -1.428 0.140
H 1.421 0.244 0.236
H -1.300 -1.071 -1.082
*
```

Partial charges, natural (NBO), in e: -0.07 -0.21 -0.16 0.32 0.12


[4]
The following is a quantum chemistry calculation of one molecule with the formula C2H5NOS at a distorted geometry, from OMol25.

Calculated values
F_max	3.0	eV/A
SMILES	NCC(=O)S
energy above the lowest of the compared OMol25 structures with the same formula, charge and spin	1.044	eV
HOMO	-9.88	eV
energy	-607.36844	hartree

Structure (ORCA input):
```
! wB97M-V def2-TZVPD RIJCOSX def2/J DEFGRID3
* xyz 0 1
C 0.089 0.153 0.585
C -0.127 -0.622 -0.668
H 0.292 1.858 -0.455
H 1.580 1.008 -0.328
H 0.810 -0.298 1.258
H -0.822 0.388 1.057
H -1.712 -1.637 0.645
N 0.804 1.354 0.249
O 0.424 -0.304 -1.654
S -1.338 -1.899 -0.688
*
```

Partial charges, natural (NBO), in e: -0.35 0.41 0.35 0.36 0.23 0.21 0.13 -0.79 -0.55 0.00


[5]
The following is a quantum chemistry calculation of an isolated ion of composition C10H13N2O2 and charge +1 at a distorted geometry, from OMol25.

Calculated values
F_max	6.7	eV/A
energy above the lowest of the compared OMol25 structures with the same formula, charge and spin	4.256	eV
HOMO	-13.26	eV
energy	-648.42239	hartree

Structure (ORCA input):
```
! wB97M-V def2-TZVPD RIJCOSX def2/J DEFGRID3
* xyz 1 1
C 1.394 -3.961 1.099
C 1.519 -2.679 1.557
C 0.791 -3.900 -0.149
C 0.924 -1.833 0.624
C -1.052 0.880 -2.378
C 0.729 -0.433 0.719
C -0.845 2.077 -1.494
C -0.411 1.699 -0.025
C 0.632 2.616 0.649
C -1.797 1.691 0.732
N -0.769 -0.286 -1.738
N 0.120 0.359 -0.015
O -1.386 0.882 -3.535
O 0.433 -2.553 -0.380
H 1.807 -4.844 1.419
H 2.071 -2.392 2.465
H 0.556 -4.681 -0.837
H 1.219 -0.078 1.578
H 0.019 2.634 -1.987
H -1.800 2.739 -1.352
H 0.903 1.929 1.487
H 0.294 3.551 0.915
H 1.396 2.614 -0.079
H -1.682 1.434 1.823
H -2.555 1.035 0.178
H -2.352 2.670 0.747
H -0.158 -1.168 -2.023
*
```

Partial charges, natural (NBO), in e: -0.29 -0.16 0.19 0.16 0.61 0.15 -0.51 0.11 -0.58 -0.64 -0.37 -0.15 -0.48 -0.41 0.25 0.26 0.24 0.24 0.27 0.28 0.20 0.25 0.22 0.23 0.24 0.25 0.46


[6]
The following is a quantum chemistry calculation of C27H30BrF15NO7PS2Ti as an isolated structure, from OMol25.

Calculated values
F_max	0.9	eV/A
energy above the lowest of the compared OMol25 structures with the same formula, charge and spin	0.000	eV
HOMO	-2.03	eV
energy	-7687.77377	hartree

Structure (ORCA input):
```
! wB97M-V def2-TZVPD RIJCOSX def2/J DEFGRID3
* xyz -2 1
Ti -0.164 1.113 -0.412
C 1.262 2.678 -3.462
C 0.484 1.555 -3.281
C 1.129 0.706 -2.312
C 2.379 1.348 -1.993
C 2.426 2.559 -2.650
H 0.997 3.542 -4.058
H -0.482 1.362 -3.725
H 0.975 -0.368 -2.312
H 3.118 0.994 -1.287
H 3.181 3.319 -2.505
C 0.314 -3.107 -2.233
C 0.596 -3.399 -0.758
C 1.541 -4.607 -0.632
P 0.987 -1.838 0.193
C 0.504 -2.303 1.935
C -1.017 -2.174 2.044
C 0.908 -3.648 2.541
C 2.851 -1.617 0.213
C 3.467 -1.848 -1.167
C 3.689 -2.298 1.292
H -0.076 -4.007 -2.723
H 1.219 -2.807 -2.764
H -0.430 -2.320 -2.336
H -0.373 -3.661 -0.320
H 2.215 -4.654 -1.490
H 0.972 -5.543 -0.623
H 2.154 -4.588 0.263
H 0.941 -1.494 2.531
H -1.515 -3.012 1.549
H -1.378 -1.261 1.585
H -1.319 -2.181 3.096
H 0.402 -4.466 2.024
H 0.576 -3.679 3.584
H 1.977 -3.846 2.527
H 2.920 -0.543 0.409
H 3.476 -2.905 -1.437
H 4.505 -1.498 -1.161
H 2.949 -1.287 -1.943
H 3.750 -3.379 1.152
H 3.307 -2.096 2.293
H 4.709 -1.903 1.250
F -3.590 -0.661 1.754
C -3.840 0.634 1.573
F -4.382 0.768 0.354
F -4.796 0.974 2.467
C -2.534 1.499 1.707
O -1.515 0.897 1.088
C -2.857 2.926 1.145
F -4.052 3.387 1.595
F -1.935 3.811 1.524
F -2.929 2.921 -0.179
C -2.217 1.643 3.232
F -3.076 2.441 3.898
F -2.252 0.441 3.836
F -0.996 2.146 3.417
Br -7.601 0.205 -4.996
C -6.023 -0.010 -3.940
C -5.113 1.030 -3.871
C -3.969 0.866 -3.102
C -3.745 -0.321 -2.417
C -4.677 -1.347 -2.501
C -5.826 -1.201 -3.265
C -2.502 -0.504 -1.561
O -2.349 -1.566 -0.964
O -1.721 0.506 -1.571
H -5.295 1.953 -4.405
H -3.236 1.657 -3.015
H -4.482 -2.257 -1.949
H -6.557 -1.995 -3.334
F 1.396 0.632 3.834
C 2.296 1.494 3.347
F 3.423 0.814 3.131
F 2.539 2.412 4.292
S 1.653 2.318 1.811
O -0.068 2.721 -0.453
O 1.353 1.029 1.073
N 3.077 2.847 1.287
S 3.281 4.378 0.966
O 4.094 4.557 -0.198
O 2.145 5.226 1.192
C 4.455 4.865 2.314
F 4.812 6.151 2.158
F 3.912 4.744 3.533
F 5.575 4.130 2.291
*
```

Partial charges, Mulliken, in e: 0.41 -0.64 -1.15 0.52 -0.49 -0.86 0.36 0.35 0.58 0.17 0.47 -1.19 0.80 -1.83 0.55 1.14 -1.55 -1.96 2.68 -1.68 -1.93 0.52 0.28 -0.16 0.37 0.46 0.33 0.31 -0.02 0.30 -0.20 0.49 0.32 0.50 0.35 -0.97 0.24 0.43 0.35 0.27 0.33 0.49 -0.22 0.32 -0.24 -0.29 0.84 1.09 -0.12 -0.31 -0.25 -0.12 0.22 -0.29 -0.25 -0.14 -0.26 0.21 -0.89 -0.13 0.37 -0.34 -0.66 0.28 -0.58 -0.11 0.43 0.45 0.43 0.41 -0.19 0.65 -0.24 -0.24 0.09 -0.59 -0.60 -0.09 1.05 -0.66 -0.63 0.56 -0.23 -0.24 -0.25


[7]
The following is a quantum chemistry calculation of an isolated ion of composition C4H11N2O and charge +1 at a distorted geometry, from OMol25.

Calculated values
F_max	6.4	eV/A
SMILES	C[NH2+][C@@](C)(N)C=O
energy above the lowest of the compared OMol25 structures with the same formula, charge and spin	3.165	eV
HOMO	-14.99	eV
energy	-343.44785	hartree

Structure (ORCA input):
```
! wB97M-V def2-TZVPD RIJCOSX def2/J DEFGRID3
* xyz 1 1
C -1.505 -1.072 -0.293
C -0.184 -0.806 1.655
C 1.180 0.323 -1.712
C -0.489 -0.058 0.326
N -0.827 1.355 0.128
N 0.752 -0.384 -0.527
O -1.196 -1.859 -1.155
H -2.576 -1.149 0.027
H -0.029 0.050 2.337
H -1.051 -1.415 2.023
H 0.648 -1.483 1.566
H 2.123 -0.049 -2.166
H 0.477 0.275 -2.409
H 1.419 1.456 -1.461
H -0.401 1.924 0.831
H -1.738 1.517 -0.149
H 0.490 -1.417 -1.023
H 1.522 -0.494 0.186
*
```

Partial charges, natural (NBO), in e: 0.41 -0.65 -0.42 0.18 -0.82 -0.57 -0.50 0.19 0.25 0.26 0.23 0.25 0.22 0.24 0.40 0.40 0.48 0.43